1.
One molecule with the formula C4H9NO, computed with ωB97M-V/def2-TZVPD.

Last column: Mulliken charge in e.
Positions of all 15 atoms, in Å:
C 1.943 0.588 0.185  -0.904
N 0.535 0.361 0.108  0.108
C -0.253 0.121 -1.080  -0.625
C -1.219 -0.723 -0.206  0.016
O -2.581 -0.410 -0.186  -0.556
C -0.337 -0.353 1.019  -0.581
H 2.181 1.606 -0.155  0.262
H 2.248 0.504 1.232  0.339
H 2.548 -0.121 -0.409  0.289
H 0.224 -0.444 -1.898  0.244
H -0.687 1.039 -1.514  0.244
H -1.177 -1.785 -0.445  0.325
H -2.666 0.527 0.031  0.333
H -0.830 0.307 1.755  0.231
H 0.073 -1.218 1.563  0.274

Results
**E**: -287.7439 Ha
**Structure (SMILES)**: CN1CC(O)C1
**Strongest force on any atom**: 0.34 eV/A
**Net charge**: 0
**LUMO**: 0.97 eV
**Molecular weight**: 87.12 g/mol
**Relative energy (zero: lowest compared OMol25 entry of this formula, charge and spin)**: 2.409 eV
**HOMO-LUMO gap**: 8.976 eV

2.
A 5-piece molecular cluster, C25H61NO11P2 overall at a distorted geometry, computed with ωB97M-V/def2-TZVPD.

Last column: Mulliken charge in e.
Positions of all 100 atoms, in Å:
C 2.157 -5.518 3.707  -0.641
P 0.862 -4.927 2.434  0.113
O 1.621 -5.258 0.862  -0.494
P 0.554 -2.728 2.565  -0.123
C 2.235 -1.869 2.879  -0.420
C 2.785 -1.965 4.420  0.188
C 4.141 -1.022 4.685  -0.564
C 4.948 -0.736 3.279  -0.273
C 6.486 -0.199 3.466  -0.352
N 7.105 -0.189 2.053  -0.699
C -0.670 -2.474 4.036  -0.551
C -2.178 -2.339 3.325  -0.581
C -2.645 -0.785 3.091  0.450
O -1.971 0.309 3.479  -0.491
O -3.929 -0.562 2.349  -0.403
H 3.244 -5.214 3.344  0.078
H 2.037 -5.059 4.786  0.268
H 2.145 -6.691 3.762  0.349
H 2.494 -4.732 0.867  0.316
H 2.159 -0.704 2.627  0.287
H 3.019 -2.409 2.159  0.061
H 3.161 -3.078 4.615  -0.263
H 1.910 -1.659 5.144  0.202
H 4.852 -1.651 5.384  0.185
H 3.896 -0.029 5.263  0.267
H 5.033 -1.794 2.733  0.099
H 4.321 0.023 2.607  0.222
H 6.514 0.902 3.910  0.280
H 7.144 -0.961 4.081  0.265
H 6.335 0.229 1.448  0.283
H 7.080 -1.217 1.784  0.269
H -0.408 -1.555 4.711  0.353
H -0.733 -3.472 4.677  0.315
H -2.993 -3.005 3.886  0.346
H -2.075 -2.844 2.248  0.328
H -3.777 -1.053 1.475  0.336
C -6.469 2.191 1.438  -0.726
O -6.986 2.874 0.302  -0.414
C -6.303 2.518 -0.904  0.174
C -7.107 1.500 -1.718  -0.597
O -7.202 0.245 -1.037  -0.359
C -8.458 0.076 -0.389  -0.751
H -7.177 2.300 2.261  0.286
H -6.319 1.124 1.246  0.293
H -5.515 2.643 1.733  0.311
H -5.296 2.142 -0.686  0.290
H -6.197 3.435 -1.493  -0.109
H -6.582 1.312 -2.661  0.347
H -8.104 1.888 -1.962  0.346
H -9.225 -0.168 -1.130  0.318
H -8.756 0.968 0.168  0.329
H -8.372 -0.758 0.313  0.250
C -2.773 5.326 -1.743  -0.835
O -4.004 5.004 -2.380  -0.316
C -4.907 6.114 -2.409  -0.326
C -4.902 6.799 -3.779  -0.626
O -3.641 7.422 -4.046  -0.395
C -2.826 6.640 -4.912  -0.736
H -2.048 4.544 -1.977  0.251
H -2.372 6.286 -2.080  0.367
H -2.920 5.356 -0.658  0.316
H -4.674 6.828 -1.609  0.323
H -5.909 5.716 -2.219  0.342
H -5.655 7.595 -3.776  0.406
H -5.164 6.093 -4.575  0.291
H -3.188 6.730 -5.940  0.327
H -2.808 5.587 -4.619  0.320
H -1.805 7.029 -4.865  0.308
C -2.334 5.494 -8.674  -0.851
O -1.192 5.330 -7.840  -0.353
C -0.935 3.956 -7.534  -0.405
C 0.190 3.394 -8.409  -0.616
O -0.199 3.335 -9.785  -0.371
C 0.334 4.416 -10.543  -0.688
H -2.326 6.509 -9.075  0.256
H -2.339 4.788 -9.510  0.408
H -3.243 5.357 -8.079  0.334
H -1.849 3.357 -7.632  0.354
H -0.619 3.915 -6.487  0.356
H 0.399 2.366 -8.093  0.378
H 1.112 3.975 -8.289  0.343
H 1.394 4.238 -10.743  0.324
H 0.212 5.375 -10.032  0.287
H -0.201 4.462 -11.496  0.243
C 6.081 -5.675 5.789  -0.774
O 6.224 -6.086 4.435  -0.255
C 7.557 -6.509 4.132  -0.534
C 7.669 -8.037 4.131  -0.508
O 7.465 -8.576 5.441  -0.375
C 6.152 -9.100 5.612  -0.660
H 5.017 -5.614 6.022  0.211
H 6.552 -6.375 6.485  0.387
H 6.527 -4.682 5.918  0.289
H 8.276 -6.061 4.829  0.350
H 7.790 -6.140 3.128  0.341
H 8.684 -8.314 3.828  0.377
H 6.970 -8.484 3.413  0.321
H 6.074 -10.066 5.105  0.328
H 5.386 -8.421 5.228  0.243
H 5.978 -9.249 6.681  0.249

Results
**E**: -2553.8577 Ha
**Structure (SMILES)**: CP(O)#P(CCCCCN)CCC(=O)O.COCCOC.COCCOC.COCCOC.COCCOC
**Strongest force on any atom**: 8.90 eV/A
**Net charge**: 0
**LUMO**: 0.27 eV
**Molecular weight**: 613.71 g/mol
**Relative energy (zero: lowest compared OMol25 entry of this formula, charge and spin)**: 5.650 eV
**HOMO-LUMO gap**: 8.855 eV

3.
One molecule with the formula C23H29N7O3 at a distorted geometry, computed with ωB97M-V/def2-TZVPD.

Last column: Mulliken charge in e.
Positions of all 62 atoms, in Å:
C -1.704 2.069 2.175  -0.909
O -0.364 2.344 2.492  -0.270
C 0.445 2.894 1.550  0.718
C 0.066 3.154 0.239  -0.350
C 0.978 3.694 -0.654  -0.730
C 2.268 3.976 -0.252  -0.761
C 2.646 3.724 1.058  -0.522
C 1.751 3.198 1.971  0.776
C 2.162 2.880 3.386  -1.452
N 2.318 1.448 3.543  -0.203
C 1.421 0.695 4.214  0.552
O 0.623 1.134 5.015  -0.666
C 1.512 -0.791 3.875  -1.156
C 0.715 -1.071 2.595  -0.472
C 1.345 -0.476 1.390  0.840
N 2.612 -0.156 1.230  -0.568
N 2.802 0.344 0.012  -0.976
C 1.640 0.338 -0.604  0.522
C 1.228 0.738 -1.893  -0.967
C -0.081 0.582 -2.206  -0.661
C -0.992 0.022 -1.242  0.254
N -2.301 -0.072 -1.571  -0.065
C -3.235 -0.775 -0.725  -0.811
C -2.969 -2.282 -0.615  -0.458
C -2.888 -2.981 -1.979  -1.002
N -1.582 -2.922 -2.585  0.184
C -0.482 -3.734 -2.114  -0.296
C 0.500 -3.729 -3.290  -0.761
C 0.174 -2.427 -4.020  -0.343
C -1.261 -2.132 -3.626  0.493
O -2.001 -1.305 -4.128  -0.746
N -0.615 -0.359 -0.042  -0.980
N 0.678 -0.184 0.246  1.309
H -2.140 1.681 3.095  0.315
H -2.241 2.973 1.870  0.388
H -1.784 1.314 1.385  0.194
H -0.936 2.933 -0.098  0.424
H 0.667 3.888 -1.670  0.435
H 2.979 4.386 -0.951  0.394
H 3.654 3.942 1.378  0.373
H 3.105 3.380 3.626  0.477
H 1.386 3.189 4.092  0.433
H 2.876 0.986 2.831  0.466
H 1.076 -1.358 4.697  0.462
H 2.550 -1.088 3.732  0.420
H 0.632 -2.155 2.450  0.502
H -0.298 -0.671 2.688  0.161
H 1.956 1.149 -2.572  0.437
H -0.475 0.860 -3.170  0.409
H -2.490 -0.107 -2.567  0.472
H -3.179 -0.341 0.277  0.126
H -4.233 -0.601 -1.131  0.506
H -2.038 -2.438 -0.070  0.192
H -3.779 -2.725 -0.035  0.508
H -3.155 -4.038 -1.863  0.431
H -3.588 -2.520 -2.682  0.390
H -0.032 -3.285 -1.219  0.024
H -0.831 -4.737 -1.857  0.422
H 0.305 -4.582 -3.941  0.323
H 1.535 -3.777 -2.959  0.379
H 0.800 -1.600 -3.676  0.013
H 0.271 -2.494 -5.102  0.405

Results
**E**: -1502.8945 Ha
**Structure (SMILES)**: COc1ccccc1CNC(=O)CCc1nnc2ccc(NCCCN3CCCC3=O)nn12
**Strongest force on any atom**: 1.37 eV/A
**Net charge**: 0
**LUMO**: 0.14 eV
**Molecular weight**: 451.53 g/mol
**Relative energy (zero: lowest compared OMol25 entry of this formula, charge and spin)**: 1.585 eV
**HOMO-LUMO gap**: 8.461 eV